The following is a DFT calculation (wB97M-V/def2-TZVPD) of C34H26BF13N2OPPmS as an isolated structure.

Each line ends with the Mulliken charge.
Positions of all 80 atoms, in Å:
Pm1 -0.0276 1.0109 0.2681  0.981
F1 -0.4719 -0.8048 1.7680  -0.385
B1 -0.6055 0.0479 2.8932  0.440
F2 -1.6044 -0.3297 3.7039  -0.233
F3 0.6041 0.1929 3.4748  -0.313
F4 -0.9424 1.3666 2.2825  -0.408
N1 1.9986 0.1834 -0.0525  -0.707
P1 3.1384 1.1444 0.3188  1.639
C1 4.0686 0.7319 1.8568  0.606
C2 3.8596 -0.5548 2.3416  -0.251
C3 4.4759 -0.9704 3.5089  -0.770
C4 5.2873 -0.0900 4.2051  -0.427
C5 5.4742 1.2026 3.7417  -0.793
C6 4.8721 1.6166 2.5671  -0.427
C7 2.5545 2.8686 0.7639  0.208
C8 2.7616 4.0885 0.1313  -0.291
C9 2.0104 5.1963 0.4983  -0.570
C10 1.0469 5.1037 1.4867  -0.658
C11 0.8502 3.9003 2.1536  -0.607
C12 1.6068 2.7941 1.7960  -1.217
C13 4.3965 1.3830 -0.9992  0.359
C14 4.0874 0.6932 -2.1651  -0.657
C15 4.8960 0.8032 -3.2815  -0.761
C16 6.0233 1.6069 -3.2321  -0.548
C17 6.3428 2.2820 -2.0641  -0.728
C18 5.5341 2.1774 -0.9443  -0.259
H1 3.1925 -1.2029 1.7847  0.382
H2 4.3261 -1.9739 3.8847  0.404
H3 5.7728 -0.4057 5.1174  0.397
H4 6.0905 1.8939 4.2997  0.406
H5 5.0149 2.6274 2.2105  0.273
H6 3.5055 4.1750 -0.6482  0.419
H7 2.1644 6.1383 -0.0067  0.434
H8 0.4621 5.9697 1.7586  0.426
H9 0.1520 3.8312 2.9787  0.468
H10 1.5809 1.8796 2.3991  0.895
H11 3.1888 0.0846 -2.1603  0.524
H12 4.6493 0.2807 -4.1942  0.418
H13 6.6512 1.7066 -4.1061  0.396
H14 7.2222 2.9078 -2.0315  0.420
H15 5.7969 2.7059 -0.0380  0.311
N2 -2.2746 0.0995 -0.0317  -0.176
S1 -3.3259 0.3167 1.1420  0.702
C19 -4.4330 -1.1120 1.0675  0.052
C20 -5.1280 -1.4028 -0.0953  0.019
C21 -5.9589 -2.5084 -0.1252  -0.913
C22 -6.0861 -3.3071 1.0011  -0.392
C23 -5.3788 -3.0143 2.1557  -0.723
C24 -4.5430 -1.9092 2.1935  -0.293
C25 -4.5658 1.5440 0.5923  0.307
C26 -5.9003 1.4259 0.9474  -0.510
C27 -6.8021 2.3926 0.5370  -0.645
C28 -6.3645 3.4793 -0.2019  -0.563
C29 -5.0218 3.6117 -0.5178  -0.655
C30 -4.1139 2.6461 -0.1130  -0.397
H16 -2.7050 -0.3380 -0.8451  0.193
H17 -5.0423 -0.7539 -0.9564  0.417
H18 -6.5116 -2.7387 -1.0240  0.401
H19 -6.7518 -4.1562 0.9798  0.394
H20 -5.4795 -3.6401 3.0299  0.414
H21 -3.9852 -1.6487 3.0805  0.499
H22 -6.2374 0.5862 1.5350  0.458
H23 -7.8453 2.2922 0.7973  0.416
H24 -7.0733 4.2288 -0.5200  0.386
H25 -4.6740 4.4625 -1.0813  0.464
H26 -3.0597 2.7471 -0.3396  0.492
F5 -1.5036 2.1774 -4.3371  -0.278
C31 -1.7202 2.3284 -3.0295  0.257
F6 -2.8685 2.9893 -2.9067  -0.241
F7 -1.9212 1.0944 -2.5271  -0.219
C32 -0.5467 2.9986 -2.2411  1.330
O1 -0.6475 2.7696 -0.9339  -0.192
C33 -0.5656 4.5270 -2.5560  0.233
F8 0.5321 5.1412 -2.1170  -0.199
F9 -1.6086 5.1069 -1.9642  -0.225
F10 -0.6564 4.7957 -3.8651  -0.282
C34 0.7604 2.3349 -2.7773  0.284
F11 1.0955 2.5923 -4.0353  -0.273
F12 0.6266 0.9869 -2.6595  -0.236
F13 1.7930 2.6747 -2.0065  -0.100

Cartesian forces (eV/Å) of the 2 atoms listed first:
0.8 -0.3 -1.3
0.0 -0.4 0.2

Multiplicity ... 5
HOMO-LUMO gap (alpha / beta) ... 8.8 / 8.9 eV
LUMO (alpha / beta) ... 0.37 / 0.38 eV
Molecular weight ... 944.4 g mol⁻¹
Electronic energy ... -113399.3715 eV
Max |F| ... 2.0 eV/Å